Molecular formula: C40H47BF4N12O3PtSSi
Method: DFT, the ωB97M-V functional and the def2-TZVPD basis

```
110
Properties=species:S:1:pos:R:3:forces:R:3:mulliken_spin:R:1
Pt -0.51161 0.11467 -0.05674 0.31 -0.37 0.09 0.310
C -0.27613 4.28399 -0.99868 -0.14 -0.18 -0.07 0.041
C 0.12003 3.19043 -1.92267 0.13 -0.40 -0.47 -0.003
C 0.49261 3.32445 -3.27578 -0.17 0.07 -0.06 0.016
C 0.89815 2.07674 -3.67277 -0.03 0.12 -0.11 0.002
N 0.78376 1.23753 -2.62112 -0.15 0.19 -0.13 0.011
N 0.28275 1.92091 -1.56254 -0.14 0.50 0.02 0.061
B 1.67011 -0.01162 -2.38043 -0.19 0.28 -0.08 -0.004
N 0.85846 -1.33204 -2.28865 0.01 -0.30 -0.23 -0.016
C 1.04870 -2.50593 -2.91530 -0.09 -0.06 0.07 0.001
C 0.49472 -3.50916 -2.15078 -0.11 0.00 0.08 -0.001
C -0.03053 -2.87425 -1.02208 0.14 0.07 0.02 -0.018
C -0.60730 -3.48407 0.20941 -0.08 0.07 -0.08 0.011
N 0.18154 -1.56241 -1.13624 -0.32 0.53 0.24 0.022
N 2.29260 0.15726 -0.95668 0.12 0.02 -0.07 -0.007
C 3.55004 -0.00828 -0.52287 0.08 0.00 0.15 -0.001
C 3.56182 0.07980 0.85447 -0.04 -0.02 0.03 0.000
C 2.22964 0.27865 1.22650 0.09 -0.02 -0.23 -0.017
C 1.62762 0.39386 2.58360 0.01 0.08 -0.03 0.008
N 1.49113 0.33248 0.11512 0.30 0.26 0.85 -0.002
N 2.73403 -0.03747 -3.45185 0.38 0.07 0.20 -0.001
C 3.74100 0.87040 -3.58818 0.00 0.00 0.02 0.000
C 4.22003 0.78281 -4.86389 0.00 -0.14 -0.12 -0.001
C 3.42750 -0.21859 -5.48189 0.11 0.27 0.31 0.000
C 3.48850 -0.69033 -6.89421 -0.04 0.02 0.06 0.000
N 2.54305 -0.68889 -4.62365 -0.33 -0.24 -0.29 0.000
H -1.27168 4.65188 -1.23873 -0.09 0.04 0.00 -0.010
H 0.43035 5.10882 -1.09663 -0.03 0.01 0.08 0.000
H -0.28042 3.92775 0.02901 0.02 0.07 0.11 -0.002
H 0.46057 4.22364 -3.86626 0.04 0.01 -0.04 0.000
H 1.26673 1.73371 -4.62578 0.11 -0.02 0.03 0.002
H 1.56757 -2.53849 -3.85565 0.08 0.07 0.01 0.000
H 0.48680 -4.56368 -2.36307 0.02 -0.01 0.00 0.000
H -1.63502 -3.81307 0.05025 0.00 -0.06 0.03 0.001
H -0.57954 -2.76974 1.03253 -0.02 -0.04 0.02 -0.009
H -0.01850 -4.35487 0.49270 -0.03 -0.02 0.01 0.000
H 4.36157 -0.18780 -1.20646 -0.05 0.01 -0.07 0.000
H 4.41055 -0.00118 1.50982 0.02 0.00 -0.01 0.000
H 2.33590 0.05342 3.33519 0.00 0.02 0.01 -0.001
H 0.71959 -0.20556 2.65698 0.03 -0.02 0.02 -0.008
H 1.35760 1.42826 2.79914 0.02 0.00 0.04 -0.001
H 4.02935 1.52266 -2.77982 -0.04 0.02 -0.01 0.000
H 5.03108 1.33525 -5.30621 0.01 0.04 0.04 0.000
H 4.52256 -0.82799 -7.20683 -0.01 -0.05 -0.04 0.000
H 3.03563 0.05246 -7.55302 0.02 -0.04 -0.05 0.000
H 2.94582 -1.62658 -7.00494 0.02 -0.01 -0.03 0.000
C -4.27278 5.69327 2.56872 0.08 -0.10 -0.11 0.001
C -3.43926 5.49711 1.30850 -0.14 0.40 0.02 -0.002
C -4.27217 5.78626 0.06704 0.11 -0.14 0.05 0.000
C -2.19980 6.38228 1.35796 -0.07 -0.17 -0.04 -0.001
O -2.97325 4.13344 1.28939 -0.13 0.01 0.15 -0.003
Si -3.28408 2.74152 0.56182 0.37 -0.29 -0.17 -0.045
S -1.36807 1.83404 1.28241 0.66 -0.37 -0.29 0.655
O -3.28511 2.81870 -1.04496 0.19 0.08 -0.11 0.009
C -4.12593 2.28538 -2.09666 -0.30 0.00 -0.14 0.001
C -5.58054 2.65975 -1.82210 0.12 -0.01 0.09 0.001
C -3.67212 2.94014 -3.39413 0.06 0.05 0.20 0.001
C -3.95309 0.77485 -2.16426 0.03 0.09 0.06 -0.006
O -4.58186 1.89312 0.98623 -0.03 -0.02 0.04 0.022
C -5.30564 1.42828 2.13548 -0.10 -0.04 0.22 -0.018
C -6.01711 0.14918 1.69162 0.04 0.09 0.07 -0.001
C -6.34467 2.47086 2.52934 0.13 0.01 -0.02 0.003
C -4.32556 1.17851 3.27336 -0.04 0.02 -0.16 0.039
H -4.58541 6.73405 2.64958 0.00 0.01 0.02 0.000
H -3.68925 5.43052 3.45114 -0.01 0.01 0.03 0.000
H -5.16452 5.06948 2.53066 0.00 0.08 0.01 -0.001
H -4.59083 6.82798 0.06370 -0.02 0.01 0.00 0.000
H -5.16017 5.14998 0.05385 -0.03 0.03 -0.02 0.000
H -3.68970 5.59369 -0.83478 -0.02 0.02 -0.03 0.000
H -2.49577 7.42238 1.49120 0.04 0.02 -0.02 0.000
H -1.62477 6.29230 0.43655 0.00 0.03 0.01 0.000
H -1.56800 6.08309 2.19394 0.01 0.04 0.02 0.000
H -5.67316 3.74528 -1.76728 -0.06 -0.01 -0.04 0.000
H -5.91052 2.22767 -0.87952 -0.08 0.02 -0.05 0.000
H -6.22249 2.29408 -2.62320 0.01 0.02 -0.03 0.000
H -3.60768 4.02046 -3.25654 -0.04 -0.01 -0.04 0.000
H -4.38582 2.73023 -4.19086 0.01 -0.02 0.00 0.000
H -2.69668 2.56840 -3.69230 0.21 -0.01 -0.04 0.000
H -4.28836 0.31859 -1.23143 -0.07 0.01 -0.03 -0.001
H -2.90389 0.51802 -2.32644 -0.03 0.01 -0.02 -0.001
H -4.54541 0.37137 -2.98612 0.01 -0.02 -0.03 0.000
H -6.92402 0.38574 1.13378 0.01 0.00 -0.02 0.000
H -6.28574 -0.45932 2.55722 -0.04 0.01 -0.03 -0.001
H -5.36426 -0.42251 1.03625 0.02 -0.03 0.02 0.002
H -6.87042 2.82686 1.64261 -0.03 -0.02 0.00 0.000
H -5.87463 3.31720 3.02646 -0.04 -0.03 0.02 0.000
H -7.07300 2.03164 3.21163 0.01 0.01 0.03 0.000
H -3.57807 0.44208 2.97998 0.04 -0.12 0.03 -0.013
H -4.84237 0.81721 4.16217 0.02 0.01 0.00 0.000
H -3.80521 2.10632 3.51799 -0.01 0.03 0.08 -0.002
F -5.91527 -3.91729 2.27659 0.02 0.05 0.17 0.001
C -5.75026 -3.97188 0.96952 -0.68 -0.73 -0.23 0.005
C -6.63261 -4.68886 0.23113 0.51 0.45 0.81 -0.008
F -7.60590 -5.31080 0.85656 -0.15 -0.08 -0.01 -0.001
C -6.53744 -4.77490 -1.19767 -1.09 -0.82 -0.93 0.006
C -5.42655 -4.08707 -1.79039 0.80 0.56 0.24 -0.008
C -4.56629 -3.35496 -1.04773 -0.50 -0.32 -0.77 0.006
F -3.56741 -2.72595 -1.65081 0.12 0.04 -0.07 0.001
C -4.68313 -3.24446 0.36790 1.07 1.19 0.79 0.000
C -3.82353 -2.42260 1.10119 -1.32 -1.34 -0.26 0.028
C -2.97097 -1.48980 0.50977 0.45 0.87 -0.75 -0.052
N -2.28515 -0.66979 0.08712 -0.63 -0.81 0.36 0.031
C -3.75235 -2.45758 2.52364 0.05 0.02 0.37 -0.006
N -3.60208 -2.49018 3.66323 -0.02 0.09 -0.09 0.008
F -5.23606 -4.15355 -3.08900 -0.04 -0.04 -0.15 -0.001
C -7.46945 -5.45290 -1.96157 0.87 0.65 0.78 -0.017
C -7.38115 -5.57622 -3.37361 0.01 -0.05 -0.56 0.002
N -7.36741 -5.71378 -4.51477 -0.01 0.00 0.11 -0.009
C -8.62500 -6.06314 -1.40502 -0.47 -0.28 0.20 0.002
N -9.58940 -6.55233 -1.01503 0.10 0.03 -0.07 -0.009
```
Positions in Å, forces in eV/Å.

Values from the calculation:
ΔE to the lowest compared entry with this formula, charge and spin, kJ/mol: 126.7
Orbital gap (spin up / spin down), eV: 4.9 / 4.7
Net charge: +1
Spin multiplicity: 2

***

Molecular formula: C40H47IrN8P2S3Si
Method: DFT, the ωB97M-V functional and the def2-TZVPD basis

```
102
Properties=species:S:1:pos:R:3:forces:R:3:mulliken_spin:R:1
Ir 0.17596 -0.11422 0.15716 -1.81 -1.09 0.00 0.037
C 4.70804 -1.40435 -4.87997 -0.04 0.00 0.02 0.000
Si 2.86910 -1.57155 -4.59565 0.00 -0.03 -0.07 -0.001
C 1.98223 -0.05016 -5.21382 0.03 -0.03 0.03 0.000
C 2.20587 -3.10527 -5.43621 0.01 0.04 0.02 0.000
C 2.63679 -1.85508 -2.72584 -0.01 0.03 0.00 0.025
C 3.46568 -2.78328 -2.09932 0.01 -0.01 -0.02 -0.005
C 3.39524 -3.04268 -0.73417 -0.03 -0.07 0.07 -0.020
C 2.44955 -2.38215 0.01503 -0.11 -0.07 -0.12 0.002
N 1.62119 -1.50694 -0.56268 0.65 0.83 -0.36 0.058
C 1.73630 -1.20862 -1.87666 -0.06 0.06 0.14 -0.039
S 0.64977 0.11835 -2.20348 -0.22 0.21 -0.09 0.001
H 4.90072 -1.17538 -5.93000 0.00 0.00 -0.01 0.000
H 5.25151 -2.32093 -4.64481 0.00 -0.01 0.01 0.000
H 5.13255 -0.59807 -4.27914 0.00 0.01 0.00 0.000
H 2.25870 0.09797 -6.26071 -0.01 0.01 -0.01 0.000
H 2.26700 0.84781 -4.66401 0.02 0.01 0.00 0.000
H 0.89740 -0.14889 -5.16547 -0.01 -0.01 0.00 0.000
H 2.38649 -3.06613 -6.51215 0.00 0.01 -0.01 0.000
H 1.12906 -3.20829 -5.28527 -0.01 0.00 0.01 0.000
H 2.68673 -4.00790 -5.05389 0.00 -0.01 0.01 0.000
H 4.20753 -3.31478 -2.68495 0.00 0.01 -0.01 0.000
H 4.06402 -3.74593 -0.25935 0.00 0.00 0.00 0.000
H 2.33611 -2.53700 1.07826 0.01 -0.04 0.00 0.009
C -1.87984 0.45217 3.13073 0.15 0.09 -0.05 0.003
P -1.81481 0.58080 1.31861 -0.12 0.60 -0.39 -0.012
C -3.17643 -0.55260 0.87894 0.09 -0.11 0.05 0.003
N -4.31906 -0.46207 1.51526 0.04 -0.02 -0.06 0.000
C -5.35751 -1.16537 1.01077 -0.04 -0.01 0.01 0.000
C -6.62235 -1.10078 1.64584 0.01 -0.02 -0.01 0.000
C -7.68430 -1.74771 1.09093 0.00 0.01 0.01 0.000
C -7.53977 -2.48779 -0.11157 0.01 -0.01 -0.01 0.000
C -6.33419 -2.57587 -0.73873 0.00 0.02 0.01 0.000
C -5.20877 -1.91945 -0.18188 -0.05 -0.01 -0.01 0.000
N -3.99552 -2.06454 -0.75986 0.05 -0.02 0.06 0.000
C -2.99041 -1.43833 -0.19777 0.03 0.13 -0.04 0.000
P -1.27938 -1.82130 -0.72151 0.01 -0.24 0.46 0.003
C -1.56106 -1.99736 -2.50727 0.17 -0.03 0.01 -0.001
C -1.06861 -3.59731 -0.13279 -0.16 0.04 -0.03 -0.004
C -0.04457 -4.31299 -1.02810 0.05 0.03 -0.07 -0.003
C -0.65436 -3.56336 1.33603 0.07 0.00 0.03 0.003
C -2.36707 -4.41481 -0.23306 0.05 -0.02 0.04 0.002
C -2.56383 2.26542 0.95135 -0.11 -0.05 0.06 0.000
C -2.54088 2.44161 -0.56952 0.04 0.01 -0.03 0.001
C -4.01968 2.42877 1.41454 0.00 0.02 -0.06 0.000
C -1.76713 3.35012 1.70377 0.05 -0.02 0.01 -0.002
H -2.92360 0.57824 3.41654 0.02 0.01 0.02 0.003
H -1.25924 1.20855 3.60777 -0.01 0.03 0.00 -0.004
H -1.53466 -0.52690 3.45785 -0.04 -0.03 0.00 0.001
H -6.71119 -0.52108 2.55444 0.00 0.00 0.01 0.000
H -8.65555 -1.69697 1.56413 0.00 0.00 0.01 0.000
H -8.40243 -2.99186 -0.52576 0.00 0.00 -0.01 0.000
H -6.19787 -3.14597 -1.64748 0.00 0.00 -0.01 0.000
H -2.41847 -2.66103 -2.61770 0.02 -0.03 -0.01 0.000
H -0.68996 -2.40935 -3.01239 0.00 0.00 0.01 0.000
H -1.78573 -1.02664 -2.94027 -0.06 -0.01 0.01 0.000
H 0.83760 -3.73084 -1.28210 -0.02 0.00 0.05 -0.002
H -0.51533 -4.62144 -1.96252 0.01 0.00 -0.01 0.000
H 0.28939 -5.21757 -0.51606 0.00 -0.01 -0.01 0.000
H 0.22425 -2.94982 1.52402 0.02 -0.09 -0.05 0.000
H -0.44588 -4.57962 1.67667 -0.02 0.00 0.01 0.000
H -1.46579 -3.17180 1.95686 0.01 0.04 0.00 -0.001
H -2.84331 -4.34348 -1.20888 0.01 -0.01 -0.01 0.000
H -3.09539 -4.13736 0.52733 -0.01 0.03 -0.01 0.000
H -2.10054 -5.46134 -0.06776 -0.01 -0.01 0.02 0.000
H -3.31438 1.82604 -1.03534 0.02 -0.03 -0.01 0.000
H -1.58705 2.16939 -1.01583 0.04 0.02 0.01 -0.001
H -2.75288 3.48280 -0.81988 -0.03 -0.01 -0.01 0.000
H -4.71730 1.80233 0.86556 0.01 0.02 -0.02 0.000
H -4.29395 3.47064 1.22883 0.00 0.01 0.02 0.000
H -4.14632 2.23926 2.47948 0.00 -0.02 0.00 0.000
H -0.71429 3.12913 1.83752 0.03 0.00 -0.08 0.006
H -2.19102 3.50268 2.69671 0.01 -0.01 0.01 0.001
H -1.84500 4.29427 1.16211 -0.03 0.01 0.01 0.000
S 0.93702 -0.54241 2.34788 0.54 0.01 0.08 0.223
C 2.64879 -0.29793 2.48251 -0.40 -0.04 -0.13 0.137
C 3.05903 -0.65133 3.80968 0.23 0.00 0.09 0.002
N 3.38774 -0.92934 4.87640 -0.06 -0.01 0.00 0.074
C 3.63698 0.18383 1.60290 -0.30 0.19 -0.65 -0.007
S 3.43923 0.70428 0.00577 0.67 -0.12 0.53 0.545
C 4.97719 0.29920 2.10878 0.15 -0.12 0.24 0.008
N 6.06135 0.41013 2.47550 -0.03 0.04 0.02 -0.028
N 5.61847 7.54338 5.26961 0.00 0.00 -0.01 0.000
C 5.01451 6.89007 4.54399 0.05 0.04 0.03 0.000
C 4.25042 6.07485 3.64053 -0.03 -0.04 -0.02 0.000
C 4.44816 4.69652 3.61337 0.00 0.00 -0.02 0.003
C 3.70413 3.91317 2.74941 0.00 0.04 -0.03 -0.009
C 2.75781 4.51588 1.93289 0.02 -0.03 0.00 0.004
C 2.55796 5.88772 1.94504 0.01 0.00 0.04 0.001
C 3.31261 6.67035 2.80041 0.01 -0.01 -0.02 0.000
N 1.97709 3.70069 1.05921 -0.06 0.05 0.12 -0.005
C 1.60558 3.98454 -0.23244 0.00 0.01 -0.11 0.009
C 0.89733 2.91169 -0.66782 -0.15 -0.01 0.00 0.008
N 0.80377 1.98477 0.34612 0.86 -0.17 0.26 -0.058
C 1.47992 2.49266 1.36255 -0.17 -0.09 -0.05 0.022
H 5.19462 4.24423 4.25112 -0.01 0.00 0.01 0.000
H 3.88282 2.84722 2.69244 0.01 0.01 0.00 -0.009
H 1.81111 6.34006 1.30671 -0.01 -0.01 0.00 0.000
H 3.17243 7.74177 2.82643 -0.01 0.00 0.01 0.000
H 1.90564 4.88873 -0.73043 0.00 0.01 0.00 0.001
H 0.47091 2.74974 -1.63963 0.02 0.01 -0.01 -0.001
H 1.61926 2.02152 2.31964 -0.04 0.07 0.02 0.015
```
Positions in Å, forces in eV/Å.

Values from the calculation:
ΔE to the lowest compared entry with this formula, charge and spin, kJ/mol: 170.3
Orbital gap (spin up / spin down), eV: 7.1 / 6.0
Net charge: +1
Spin multiplicity: 2

***

Result set for E_tot: -99769.9579, -115960.7422 eV, one per record in the order listed.